DFT (the ωB97M-V functional and the def2-TZVPD basis) results for a molecular structure, C8H10AgCl2N3O8.

Values from the calculation:
E, hartree: -2143.88827
Max |F|, eV/A: 4.45
Frontier orbital gap (spin up / spin down), eV: 6.104 / 6.104

Structure (ORCA input):
```
! RIJCOSX wB97M-V def2-TZVPD def2/J DEFGRID3
* xyz -2 1
Ag 1.40 -0.41 0.82
N -1.76 -1.71 0.24
N -0.40 -1.90 -0.13
H -1.84 -0.70 0.46
H -1.87 -2.14 1.20
H -0.27 -2.20 -1.10
H 0.12 -2.46 0.56
O 4.69 -1.88 -1.41
Cl 3.89 -1.85 -0.20
O 4.44 -2.63 0.91
O 2.53 -2.36 -0.44
O 3.71 -0.49 0.25
C 1.10 1.77 0.41
C 0.01 1.73 -0.52
C -1.29 1.70 0.00
C -2.36 1.58 -0.89
C -2.13 1.49 -2.26
C -0.84 1.48 -2.79
C 0.24 1.53 -1.92
C -3.28 1.61 -3.08
N -4.28 1.76 -3.68
H 0.87 2.26 1.38
H 2.08 1.96 0.00
H -1.46 1.76 1.05
H -3.39 1.63 -0.55
H -0.65 1.59 -3.84
H 1.26 1.44 -2.28
O -0.20 -2.10 2.72
Cl -0.13 -0.93 3.60
O 1.34 -0.64 3.81
O -0.82 -1.15 4.84
O -0.70 0.25 2.86
*
```

How positive or negative is each atom? The natural (NBO) charges in e answer that: Ag 0.8453; N -0.6854; N -0.7417; H 0.3559; H 0.3538; H 0.3627; H 0.3795; O -0.8406; Cl 2.5168; O -0.8529; O -0.8982; O -0.8909; C -0.8716; C 0.0206; C -0.3012; C -0.1249; C -0.3425; C -0.1460; C -0.2747; C 0.3340; N -0.4750; H 0.2098; H 0.2003; H 0.2296; H 0.2026; H 0.1979; H 0.2063; O -0.8850; Cl 2.4580; O -0.8507; O -0.8297; O -0.8621